# 1
A structure of composition C13H24FN3O20S4, computed with the ωB97M-V functional and the def2-TZVPD basis.

Properties
maximum force	11.82	eV/Å
molecular weight	689.60	g mol⁻¹
E_HOMO	-8.6	eV
orbital gap	6.975	eV
E	-105333.217	eV

The geometry in ORCA input format:
```
! wB97M-V def2-TZVPD RIJCOSX def2/J DEFGRID3
* xyz 0 1
C 5.217 -0.592 -1.842
N 5.627 0.847 -2.075
C 4.573 1.834 -1.611
N 3.161 1.267 -1.644
C 2.197 2.064 -0.795
O 2.526 2.242 0.514
O 0.948 2.701 -1.240
C 0.221 1.888 -2.228
O -0.119 2.521 -3.384
N -0.130 0.421 -2.107
C -1.508 0.194 -1.517
O -2.544 0.919 -1.979
F -1.782 -0.818 -0.463
H 4.331 -0.960 -2.541
H 6.151 -1.265 -2.148
H 5.000 -0.847 -0.707
H 5.940 1.022 -3.057
H 4.570 2.740 -2.388
H 4.896 2.275 -0.577
H 2.904 1.257 -2.657
H -0.170 0.073 -3.112
C 1.384 -4.276 0.109
C 1.081 -2.858 -0.367
O 2.223 -2.088 0.004
S 3.547 -3.037 -0.066
O 4.198 -2.812 -1.337
O 4.239 -2.950 1.199
O 2.776 -4.472 -0.137
H 1.211 -4.376 1.186
H 0.793 -5.026 -0.424
H 0.176 -2.450 0.090
H 0.987 -2.820 -1.457
C -1.924 3.582 0.713
C -3.140 3.517 -0.206
O -4.242 3.230 0.652
S -3.970 3.911 2.109
O -4.670 5.176 2.153
O -4.118 2.894 3.124
O -2.381 4.216 1.907
H -1.572 2.579 0.974
H -1.102 4.151 0.271
H -3.040 2.748 -0.975
H -3.327 4.485 -0.682
C 4.091 -7.531 3.887
C 4.757 -8.473 2.888
O 4.495 -7.904 1.607
S 4.433 -6.280 1.751
O 5.723 -5.745 1.377
O 3.192 -5.818 1.175
O 4.307 -6.217 3.375
H 3.011 -7.705 3.933
H 4.517 -7.624 4.890
H 4.362 -9.490 2.946
H 5.843 -8.496 3.031
C -8.621 6.178 -0.752
C -8.645 4.676 -1.023
O -7.543 4.146 -0.288
S -7.325 5.042 1.057
O -7.978 4.369 2.158
O -5.946 5.470 1.103
O -8.248 6.312 0.618
H -7.861 6.676 -1.362
H -9.593 6.645 -0.930
H -8.547 4.442 -2.086
H -9.561 4.219 -0.633
*
```

***

# 2
A structure of composition C13H25AuN3O10P3, computed with the ωB97M-V functional and the def2-TZVPD basis.

Properties
maximum force	0.38	eV/Å
molecular weight	673.24	g mol⁻¹
relative energy (zero: lowest compared OMol25 entry of this formula, charge and spin)	43.66	kJ/mol
E_HOMO	-3.4	eV
orbital gap	7.752	eV
E	-70403.402	eV

The geometry in ORCA input format:
```
! wB97M-V def2-TZVPD RIJCOSX def2/J DEFGRID3
* xyz -2 1
Au -0.857 -0.473 1.159
O 0.497 5.284 2.329
P 0.880 3.721 2.590
O 2.227 3.442 1.975
O 0.607 3.419 4.010
O -0.223 2.988 1.640
P -0.122 2.443 0.118
O 1.398 1.970 0.005
O -0.476 3.516 -0.837
O -1.007 1.197 0.035
H 0.563 5.453 1.380
H 1.932 2.460 0.704
O 0.152 -4.071 2.889
C 0.085 -2.843 2.791
O -0.890 -2.250 2.193
C 1.188 -2.029 3.450
C 2.427 -2.640 3.629
C 3.484 -1.940 4.188
C 3.304 -0.624 4.600
C 2.064 -0.018 4.468
C 1.012 -0.722 3.892
H 2.541 -3.669 3.313
H 4.452 -2.418 4.296
H 4.133 -0.067 5.021
H 1.900 1.005 4.779
H 0.051 -0.232 3.792
C 0.574 -3.249 -4.653
N 1.268 -3.464 -3.403
C 2.670 -3.768 -3.558
P 0.654 -2.819 -1.962
O -0.725 -2.374 -2.243
N 1.827 -1.739 -1.525
C 2.068 -0.638 -2.450
C 2.159 -1.393 -0.143
N 0.702 -3.948 -0.758
C -0.529 -4.618 -0.362
C 1.899 -4.553 -0.215
H 1.047 -2.454 -5.251
H -0.453 -2.959 -4.445
H 0.579 -4.165 -5.256
H 3.234 -2.928 -3.991
H 2.795 -4.632 -4.221
H 3.122 -4.011 -2.600
H 1.851 -0.948 -3.474
H 3.117 -0.334 -2.392
H 1.450 0.228 -2.202
H 1.706 -2.098 0.544
H 1.808 -0.389 0.105
H 3.246 -1.426 -0.008
H -1.379 -4.062 -0.747
H -0.589 -4.646 0.728
H -0.559 -5.644 -0.756
H 2.777 -3.951 -0.440
H 2.055 -5.565 -0.618
H 1.803 -4.629 0.872
*
```

***

# 3
A cluster of 3 separate species, C13H25Br2N4O4S2 in total, computed with the ωB97M-V functional and the def2-TZVPD basis.

Properties
maximum force	2.71	eV/Å
molecular weight	525.31	g mol⁻¹
E_HOMO	-12.7	eV
orbital gap	10.014	eV
E	-189785.503	eV

The geometry in ORCA input format:
```
! wB97M-V def2-TZVPD RIJCOSX def2/J DEFGRID3
* xyz 1 1
C 2.414 0.201 0.600
C 0.936 -0.286 0.627
Br 0.194 0.280 2.393
C 0.060 0.203 -0.570
Br 0.901 -0.265 -2.297
N -1.189 -0.603 -0.542
C -2.299 -0.221 0.060
N -3.409 -1.060 0.057
C -4.284 -0.351 0.783
N -3.815 0.842 1.197
N -2.547 0.923 0.717
H 2.872 0.212 -0.406
H 2.989 -0.483 1.264
H 2.523 1.212 1.046
H 0.896 -1.396 0.630
H -0.174 1.289 -0.540
H -1.156 -1.520 -0.985
H -5.312 -0.638 1.040
H -4.239 1.574 1.756
H -1.875 1.675 0.811
C -2.057 -5.564 -2.110
C -0.876 -5.674 -3.080
C 0.292 -4.890 -2.472
S 0.057 -4.942 -0.694
O -0.207 -3.594 -0.223
O 1.074 -5.769 -0.103
C -1.484 -5.844 -0.725
H -2.854 -6.264 -2.362
H -2.472 -4.553 -2.147
H -0.594 -6.724 -3.193
H -1.129 -5.296 -4.070
H 1.253 -5.337 -2.719
H 0.278 -3.845 -2.783
H -2.128 -5.503 0.084
H -1.252 -6.902 -0.601
C 1.849 5.328 2.601
C 1.810 6.527 1.647
C 2.422 6.075 0.315
S 2.123 4.311 0.202
O 3.387 3.622 0.243
O 1.144 4.054 -0.832
C 1.334 4.142 1.793
H 1.245 5.498 3.492
H 2.878 5.143 2.921
H 0.773 6.834 1.490
H 2.346 7.384 2.055
H 1.957 6.573 -0.533
H 3.499 6.234 0.293
H 1.591 3.179 2.229
H 0.256 4.211 1.638
*
```

***

# 4
A structure of composition C13H25CaO14P2, computed with the ωB97M-V functional and the def2-TZVPD basis.

Properties
maximum force	4.93	eV/Å
molecular weight	507.35	g mol⁻¹
E_HOMO	7.4	eV
orbital gap	1.192	eV
E	-79545.436	eV

The geometry in ORCA input format:
```
! wB97M-V def2-TZVPD RIJCOSX def2/J DEFGRID3
* xyz -5 1
Ca -15.637 -4.465 14.555
P -16.930 -1.064 12.127
O -15.530 -1.706 12.076
O -16.653 -0.045 13.256
O -17.415 -2.493 12.387
O -17.165 -0.716 10.618
P -13.045 -2.532 17.360
O -12.771 -2.762 15.847
O -12.505 -1.056 17.121
O -11.974 -3.431 17.968
O -14.556 -2.883 17.248
O -15.065 -8.876 10.260
C -15.443 -7.608 10.193
O -15.177 -6.737 10.998
O -16.012 -7.240 9.172
H -15.379 -9.116 9.385
C -21.571 -6.667 15.289
C -21.596 -5.920 16.678
C -20.345 -4.956 16.530
O -19.430 -5.757 15.655
C -20.130 -6.905 15.098
H -22.079 -6.094 14.513
H -22.134 -7.572 15.514
H -21.400 -6.583 17.521
H -22.489 -5.310 16.812
H -19.786 -4.797 17.452
H -20.607 -4.003 16.069
H -19.873 -7.802 15.661
H -19.919 -7.062 14.040
C -15.676 -9.407 18.147
C -14.820 -10.326 17.293
C -14.678 -9.563 15.968
O -14.838 -8.183 16.360
C -15.107 -8.055 17.749
H -15.532 -9.574 19.215
H -16.709 -9.517 17.817
H -15.294 -11.295 17.140
H -13.859 -10.572 17.743
H -15.487 -9.853 15.297
H -13.706 -9.992 15.725
H -15.845 -7.296 18.009
H -14.164 -7.790 18.228
C -9.709 -7.721 12.891
C -8.737 -7.123 11.974
C -8.076 -5.974 12.732
O -9.105 -5.589 13.693
C -10.186 -6.585 13.679
H -9.249 -8.424 13.586
H -10.474 -8.295 12.368
H -9.098 -6.661 11.056
H -7.945 -7.849 11.791
H -7.840 -5.146 12.063
H -7.272 -6.318 13.382
H -11.103 -6.134 13.300
H -10.246 -6.917 14.715
*
```

***

# 5
A structure of composition C13H25ClIN2P2Ru, computed with the ωB97M-V functional and the def2-TZVPD basis.

Properties
maximum force	4.60	eV/Å
molecular weight	534.73	g mol⁻¹
relative energy (zero: lowest compared OMol25 entry of this formula, charge and spin)	893.66	kJ/mol
E_HOMO (spin up / spin down)	-18.2 / -18.3	eV
orbital gap (spin up / spin down)	6.025 / 5.369	eV
E	-58609.002	eV

The geometry in ORCA input format:
```
! wB97M-V def2-TZVPD RIJCOSX def2/J DEFGRID3
* xyz 3 5
C -2.936 -1.139 -2.694
I -4.449 -2.552 -1.203
H -3.814 -0.459 -3.192
H -2.113 -1.117 -3.481
H -2.291 -0.524 -2.080
Ru -0.086 0.045 1.252
P 0.218 -2.280 -0.333
C 1.958 -2.620 0.149
C -0.596 -3.948 -0.419
H 0.215 -4.646 -0.674
H 0.998 -3.387 -2.540
H -1.384 -4.010 -1.198
H -0.607 -2.715 -2.543
H 2.000 -2.421 1.228
H -1.020 -4.224 0.543
C 0.380 -2.434 -2.208
H 2.097 -3.685 -0.108
H 0.899 -1.481 -2.470
H 2.589 -1.938 -0.452
P -1.685 1.488 0.355
C -1.202 3.089 1.055
C -1.997 1.985 -1.463
H -4.153 1.026 -0.070
H -3.863 2.460 0.940
H -3.673 0.865 1.625
C -3.496 1.451 0.712
H -2.753 1.297 -1.871
H -2.566 2.966 -1.576
H -1.949 3.856 0.788
H -0.213 3.339 0.646
H -1.010 2.014 -1.984
H -1.162 2.950 2.142
Cl -2.224 -1.267 -0.807
N 3.124 1.652 5.328
C 3.316 1.498 4.185
C 3.396 1.367 2.784
C 4.397 2.006 1.944
C 4.101 2.000 0.566
C 2.873 1.502 0.103
N 1.960 0.812 0.875
C 2.353 0.642 2.130
H 5.237 2.452 2.450
H 4.854 2.423 -0.137
H 2.600 1.726 -0.948
H 1.677 -0.062 2.652
*
```

***

# 6
A structure of composition C13H25CoO4S4SeSi, computed with the ωB97M-V functional and the def2-TZVPD basis.

Properties
maximum force	6.38	eV/Å
molecular weight	539.59	g mol⁻¹
relative energy (zero: lowest compared OMol25 entry of this formula, charge and spin)	307.33	kJ/mol
E_HOMO (spin up / spin down)	-6.4 / -9.1	eV
orbital gap (spin up / spin down)	6.488 / 7.842	eV
E	-176258.361	eV

The geometry in ORCA input format:
```
! wB97M-V def2-TZVPD RIJCOSX def2/J DEFGRID3
* xyz 0 5
Co -1.156 -0.260 -0.789
C -1.111 2.764 -1.278
C -0.741 2.217 -2.662
S -1.046 0.388 -2.809
C 0.477 -0.582 -3.541
C 1.033 -1.567 -2.617
S -0.491 -2.137 -1.260
C -0.725 -3.138 0.335
C -1.230 -2.324 1.507
S -2.400 -1.091 0.854
C -2.578 0.343 1.910
C -2.236 1.696 1.281
S -2.388 1.636 -0.567
H -1.583 3.730 -1.453
H -0.266 2.872 -0.590
H 0.280 2.537 -3.042
H -1.471 2.568 -3.397
H 1.142 0.187 -4.010
H -0.069 -1.072 -4.376
H 1.894 -1.286 -1.973
H 1.142 -2.535 -3.102
H 0.266 -3.591 0.533
H -1.323 -3.996 0.072
H -0.395 -1.894 2.103
H -1.853 -2.925 2.190
H -2.106 0.314 2.917
H -3.696 0.382 1.994
H -1.186 1.932 1.510
H -2.976 2.380 1.594
O -2.391 -2.239 -4.466
Se -2.756 -2.983 -3.031
O -0.920 -3.506 -2.290
O -3.481 -2.217 -1.789
O -3.305 -4.527 -3.111
C 3.807 -0.132 1.725
Si 2.396 1.073 2.080
C 2.043 1.170 3.949
C 2.935 2.825 1.620
C 1.080 0.577 0.996
C 0.173 0.194 0.280
H 4.528 0.075 2.494
H 4.096 0.103 0.692
H 3.442 -1.138 1.747
H 2.930 1.674 4.388
H 1.970 0.217 4.458
H 1.168 1.784 4.182
H 3.743 3.117 2.331
H 2.064 3.429 1.795
H 3.270 2.956 0.612
*
```